Entry 1:
The following is a DFT calculation (wB97M-V/def2-TZVPD) of 14 unconnected molecules or ions with the total composition C38H112N20O14 in a non-equilibrium geometry.

Positions of all 184 atoms, in Å:
C  -12.8454  -28.3766  -10.4815
H  -8.1934  -21.9744  -11.3774
C  3.0509  -28.2960  1.2246
C  2.8584  -28.4104  -0.2664
H  -13.5399  -22.4740  -7.0111
H  -12.3826  -24.3069  -0.4630
C  0.5602  -20.4646  -8.4166
H  2.3554  -30.5537  -2.0765
C  -0.2186  -31.4150  -12.5383
H  -7.7827  -17.4303  -3.4357
O  -18.1079  -29.5760  -2.7303
C  -6.0188  -24.6099  -4.8102
C  -15.0121  -20.9927  -6.6889
H  -6.8350  -23.0380  -11.4574
O  -8.2149  -25.0879  -11.6635
H  -6.6414  -30.9665  -10.8681
H  0.0084  -31.1055  -13.5585
H  -13.1587  -22.1364  1.4699
H  1.0444  -28.3010  2.1341
H  1.6713  -26.6934  1.4329
H  -8.5975  -31.4915  -14.1658
N  -7.1171  -30.5744  -11.6681
H  4.2521  -27.5881  2.5508
H  0.6280  -22.6512  -5.0923
H  -14.6772  -19.5343  -5.3083
H  -16.8570  -28.6886  -5.0041
H  -14.9656  -23.0715  -7.7486
H  -4.9360  -27.2769  -5.1606
O  -9.2131  -19.1523  -9.9929
C  -16.4665  -29.6050  -4.5615
H  -8.6046  -16.1052  -2.6044
H  -13.9478  -28.4510  -8.8004
C  -8.4071  -25.3864  -5.4064
H  -2.2105  -30.9930  -9.5133
H  -6.8940  -29.0322  -3.2804
C  -4.5573  -26.6312  -4.3683
N  -8.2153  -30.8960  -13.4451
O  -14.4990  -23.4922  0.6207
H  -5.6338  -17.8482  -2.9477
H  -6.9723  -29.5965  -11.8753
H  -18.7667  -20.8486  -4.3780
C  -12.1509  -23.3232  -0.0547
O  -7.3668  -32.0707  -3.3639
C  -10.6858  -22.9763  0.1783
H  -9.4549  -18.0765  -11.7826
H  -5.6570  -25.8624  -7.1376
H  -14.8020  -20.5278  -7.6521
H  0.5684  -30.2854  -1.8070
H  -16.2875  -28.7609  -2.4793
H  0.3419  -20.2697  -3.2808
H  -3.3669  -26.4249  -12.4569
H  -16.7709  -19.8462  -6.3522
C  -6.5548  -18.5902  -8.2884
N  -13.9433  -28.2300  -9.7859
H  1.5173  -31.6179  -10.7053
H  -7.0448  -24.3176  -6.7151
C  -16.5119  -20.9048  -6.3307
H  -8.3563  -26.0207  -4.5214
H  1.1743  -33.2554  -9.1170
N  -7.7638  -16.6083  -2.8493
O  -5.5392  -25.5916  -3.9222
N  -8.6363  -19.2486  -7.1447
H  -9.0418  -24.5893  -5.0195
H  0.9687  -30.1832  -9.7423
H  -18.0795  -22.2322  -3.7866
H  -17.1194  -21.4609  -7.0447
H  -0.2208  -33.3647  -8.3659
C  -7.0028  -25.0989  -5.9563
H  -15.4166  -24.1020  2.4036
H  -7.8764  -17.3001  -7.5206
C  -9.9524  -18.8574  -11.2075
N  4.1940  -27.4228  1.5561
H  -4.8378  -16.7335  -1.9887
C  -7.5109  -30.8968  -3.7106
H  -11.9643  -28.7751  -8.7246
C  1.8673  -27.5970  2.0103
C  -18.7435  -28.4079  -3.0564
H  -16.9731  -31.6995  -4.9432
H  -19.6394  -28.1837  -2.4773
H  3.0336  -29.3446  1.5216
H  -5.1128  -24.1576  -5.2135
H  -0.3394  -26.4523  -11.1115
N  -15.0226  -29.6900  -4.8134
H  2.6548  -21.1519  -5.6791
H  -18.2601  -30.6925  -4.9525
O  0.0299  -30.4794  -11.5137
H  -9.6367  -19.1353  -7.2253
H  -8.1941  -17.3754  -9.8817
H  -14.8548  -28.1612  -10.2154
H  -5.8778  -18.5456  -7.4352
H  1.4629  -29.0323  -2.4867
H  -8.0321  -29.9410  -13.7182
H  -10.9720  -18.5674  -10.9536
H  2.6371  -27.4835  -0.7956
H  -18.3513  -22.3956  -5.3953
H  -0.7026  -32.7512  -10.1325
H  -16.3170  -30.4577  -2.5321
H  -18.1312  -27.5865  -2.6843
H  -16.4750  -23.2459  1.1057
H  -14.4376  -29.2194  -4.1378
N  -7.0631  -29.9670  -2.9374
H  0.7745  -19.6715  -5.9457
C  -15.5062  -23.3885  1.5845
C  -18.0607  -21.6191  -4.6877
O  -7.2837  -32.6133  -12.5178
N  -0.9706  -25.7207  -10.8173
H  0.9336  -20.9610  -9.3123
H  -8.2763  -31.0170  -5.6367
H  -7.4522  -29.5284  -5.2370
C  0.3568  -20.6708  -6.0687
H  -1.0085  -21.3146  -3.6029
N  -7.7734  -30.4482  -4.9706
H  -12.9391  -23.8170  1.9372
N  -11.9100  -28.7049  -9.7307
H  -17.1206  -30.6701  -6.3228
H  -10.0604  -19.7387  -11.8397
C  -8.8606  -17.9854  -9.2719
N  2.1871  -21.3992  -4.8188
N  -12.6268  -22.3945  -1.1565
N  -9.8398  -23.5730  -11.6903
C  0.0807  -21.2878  -3.5695
H  -10.9949  -28.6354  -10.1523
H  5.0795  -27.8466  1.3189
C  -16.6960  -29.5851  -3.0641
H  -0.7331  -24.9890  -10.1629
H  -14.7251  -30.6552  -4.8051
H  -13.9578  -21.0038  -5.0322
N  -5.7334  -17.1058  -2.2701
C  1.5704  -29.8571  -1.7822
H  -6.0530  -17.8365  -8.8953
O  -2.8966  -24.7432  -10.6460
H  -6.5293  -23.7573  -4.3623
H  -10.1020  -23.3769  -0.6504
H  -1.7935  -31.9123  -8.2001
H  -10.3735  -23.4097  1.1284
H  -1.7502  -27.2067  -12.0965
H  -8.3851  -20.1835  -7.4325
H  -14.8278  -23.0442  -6.0140
H  2.1546  -20.6732  -4.1174
C  0.7374  -21.5916  -4.8611
C  0.6705  -31.0092  -10.3880
H  -10.1117  -22.6257  -11.4694
C  -13.1883  -23.1621  1.1022
H  -1.2748  -31.6730  -12.6153
O  1.7199  -29.2562  -0.4392
N  -6.5593  -26.1453  -6.7828
H  -10.5500  -24.2820  -11.8050
C  -17.2078  -30.6763  -5.2363
N  0.5020  -32.7013  -8.6061
H  -6.2801  -19.5955  -8.6078
N  -14.1514  -20.2912  -5.7213
N  -2.4674  -26.5015  -12.0041
O  -6.5810  -15.1549  -1.7891
C  -1.3432  -31.1929  -8.8840
H  0.9923  -19.4688  -8.3178
O  -12.8353  -28.1267  -11.6802
H  -9.0160  -25.8326  -6.1927
H  -6.6715  -30.2394  -2.0472
C  -0.2124  -31.9480  -9.5823
H  -9.7122  -17.3371  -9.0657
H  -10.4740  -21.9097  0.2537
C  -8.0183  -18.2490  -8.0379
H  -4.2732  -27.2143  -3.4923
C  -8.5737  -23.8775  -11.6809
O  0.8305  -21.3127  -7.2428
H  2.1083  -27.2362  3.0103
H  -19.0210  -28.4627  -4.1091
H  3.7275  -28.9125  -0.6913
H  0.4028  -32.2959  -12.3773
H  -3.6835  -26.0824  -4.7193
C  -6.6668  -16.2677  -2.2488
H  -0.7034  -20.4450  -6.1831
H  -13.6280  -22.5262  -1.1426
H  -15.3183  -22.5024  2.1908
H  -12.3469  -21.4262  -1.0914
H  0.2500  -22.0576  -2.8166
H  -1.0500  -30.2360  -8.4524
O  -16.7069  -21.2600  -4.9361
H  -7.0586  -26.1733  -7.6604
C  -7.5198  -31.4766  -12.5376
N  -7.8055  -22.8591  -11.6723
C  -2.2005  -25.6373  -11.0833
H  -0.5280  -20.4193  -8.4603
C  -14.6253  -22.4608  -6.9122

Summary:
multiplicity = 1
electronic energy = -99681.5010 eV
HOMO level = -8.934 eV
maximum force = 0.1689 Eh/bohr
orbital gap = 8.8 eV
ΔE to the lowest compared entry with this formula, charge and spin = 1068.8 kJ/mol

***

Entry 2:
The following is a DFT calculation (wB97M-V/def2-TZVPD) of 2 unconnected molecules or ions with the total composition C9H13NO in a non-equilibrium geometry.

Positions of all 24 atoms, in Å:
H  -3.2612  -2.5172  1.7624
C  1.1229  2.6378  -0.8925
H  2.6374  3.1629  0.5349
N  -0.2004  2.8486  -1.1564
C  -1.5044  -1.6750  0.8647
C  1.0750  -1.6902  -0.3368
C  -1.2588  -0.9506  -0.2572
H  -0.5426  2.9811  -2.0864
H  -0.8093  -3.3549  2.0113
H  2.0921  -1.5607  -0.6699
H  -1.9148  -0.1326  -0.5412
H  -0.8201  3.1854  -0.4408
H  1.4174  2.0321  1.1145
H  0.9456  3.6605  0.9818
C  1.5835  2.9237  0.4958
O  1.8752  2.2149  -1.7515
H  -2.4444  -1.1892  2.6567
H  -3.5188  -0.8557  1.3327
C  -0.5339  -2.6647  1.2234
C  0.7252  -2.5990  0.6970
H  0.2216  -0.2763  -1.6641
H  1.3538  -3.3477  1.1733
C  -2.7544  -1.5554  1.6741
C  0.0458  -0.9172  -0.8074

Summary:
multiplicity = 1
SMILES = Cc1ccccc1.CC(N)=O
electronic energy = -13081.6054 eV
HOMO level = -8.934 eV
maximum force = 0.0426 Eh/bohr
orbital gap = 9.7 eV
ΔE to the lowest compared entry with this formula, charge and spin = 45.0 kJ/mol